1.
{
  "formula": "C32H47ClNdPSi4",
  "method": "wB97M-V/def2-TZVPD",
  "symbols": ["C", "C", "C", "H", "C", "C", "H", "H", "H", "H", "Nd", "Cl", "P", "C", "C", "H", "C", "H", "C", "H", "C", "H", "C", "H", "C", "C", "H", "C", "H", "C", "H", "C", "H", "C", "H", "C", "C", "H", "C", "H", "C", "H", "C", "H", "C", "H", "C", "Si", "C", "C", "Si", "Si", "C", "C", "C", "Si", "C", "C", "C", "H", "H", "H", "H", "H", "H", "H", "H", "H", "H", "H", "H", "H", "H", "H", "H", "H", "H", "H", "H", "H", "H", "H", "H", "H", "H", "H"],
  "coordinates": [[-0.167, -2.829, 1.379], [-0.081, -2.946, -0.037], [1.291, -3.047, -0.389], [-0.914, -3.092, -0.718], [2.071, -2.990, 0.809], [1.174, -2.879, 1.921], [1.460, -2.763, 2.975], [-1.099, -2.785, 1.946], [1.664, -3.309, -1.382], [3.165, -3.028, 0.853], [1.151, -0.544, 1.059], [3.426, 0.247, 0.068], [0.737, -0.625, -3.181], [2.007, -1.712, -3.769], [1.720, -2.529, -4.873], [0.722, -2.511, -5.311], [2.726, -3.337, -5.396], [2.511, -3.947, -6.279], [3.989, -3.338, -4.803], [4.776, -3.964, -5.222], [4.263, -2.566, -3.667], [5.256, -2.581, -3.204], [3.267, -1.759, -3.138], [3.431, -1.153, -2.238], [-0.908, -1.139, -3.635], [-1.311, -2.481, -3.464], [-0.594, -3.224, -3.098], [-2.612, -2.846, -3.789], [-2.909, -3.895, -3.707], [-3.510, -1.875, -4.241], [-4.522, -2.165, -4.504], [-3.141, -0.529, -4.322], [-3.845, 0.229, -4.667], [-1.846, -0.149, -3.987], [-1.535, 0.896, -4.021], [1.088, 1.072, -3.589], [1.667, 1.271, -4.852], [1.923, 0.405, -5.467], [1.889, 2.570, -5.292], [2.305, 2.726, -6.289], [1.565, 3.644, -4.460], [1.732, 4.659, -4.813], [1.046, 3.445, -3.171], [0.809, 4.295, -2.525], [0.817, 2.151, -2.718], [0.439, 1.942, -1.709], [2.568, 0.604, 3.700], [1.223, 1.870, 3.298], [0.793, 2.890, 4.817], [1.880, 3.070, 1.998], [-0.713, 0.737, 2.760], [-1.556, -0.597, 4.369], [-1.773, 0.488, 5.879], [-3.210, -1.184, 3.699], [-0.523, -2.079, 4.873], [-2.246, 2.060, 1.708], [-3.181, 2.778, 3.182], [-1.559, 3.467, 0.670], [-3.353, 0.994, 0.623], [3.361, 1.172, 4.211], [3.045, 0.118, 2.827], [2.209, -0.170, 4.392], [1.680, 3.479, 5.090], [-0.030, 3.594, 4.623], [0.514, 2.277, 5.683], [2.274, 2.580, 1.097], [1.128, 3.802, 1.683], [2.716, 3.620, 2.455], [-2.261, 1.446, 5.665], [-2.399, -0.082, 6.574], [-0.809, 0.689, 6.369], [-3.104, -1.816, 2.806], [-3.671, -1.779, 4.493], [-3.889, -0.356, 3.444], [-0.484, -2.863, 4.108], [0.508, -1.808, 5.138], [-0.996, -2.510, 5.764], [-2.525, 3.382, 3.825], [-3.960, 3.429, 2.765], [-3.662, 2.009, 3.804], [-1.074, 3.109, -0.246], [-2.407, 4.101, 0.378], [-0.846, 4.094, 1.219], [-2.826, 0.680, -0.290], [-3.714, 0.091, 1.133], [-4.221, 1.600, 0.332]],
  "forces_ev_per_angstrom": [[0.4, -0.5, 0.1], [0.6, -0.1, 0.8], [0.2, -0.2, 0.8], [0.1, 0.4, 0.2], [-0.4, -0.4, -0.2], [-0.4, -0.3, -0.6], [-0.2, -0.2, -0.5], [0.4, 0.0, -0.2], [0.0, 0.5, 0.4], [-0.5, 0.0, 0.0], [0.1, -0.1, -1.9], [0.2, 0.2, -0.1], [0.0, 0.0, 4.0], [0.1, -0.5, -1.0], [0.6, 0.1, 0.1], [0.3, 0.0, 0.0], [-0.1, -0.1, 0.0], [0.2, 0.1, 0.3], [0.1, -0.1, 0.0], [-0.2, 0.1, 0.1], [0.0, -0.1, -0.2], [-0.4, -0.1, -0.2], [-0.5, 0.3, 0.0], [0.0, -0.2, -0.4], [-0.4, 0.2, -0.3], [0.1, 0.4, -0.3], [-0.2, 0.3, -0.2], [0.1, 0.1, 0.0], [0.0, 0.4, 0.0], [-0.1, 0.0, 0.1], [0.1, 0.0, 0.0], [0.1, -0.2, 0.1], [0.1, -0.3, 0.2], [0.2, -0.6, -0.2], [-0.1, -0.3, -0.1], [0.2, 0.2, -1.0], [-0.3, 0.6, 0.3], [-0.1, 0.3, 0.1], [0.1, 0.1, 0.0], [-0.1, 0.1, 0.3], [0.0, 0.0, 0.1], [0.0, -0.2, 0.1], [0.0, -0.1, -0.2], [0.2, -0.3, -0.3], [0.1, -0.6, -0.5], [0.1, 0.1, -0.5], [0.2, 0.0, 0.1], [-1.0, 0.4, 0.4], [0.6, 0.3, 0.4], [0.2, 0.0, -0.1], [0.7, -0.1, -1.3], [0.1, 0.5, -0.1], [-0.3, -0.3, 0.4], [-0.2, -0.1, 0.2], [0.0, -0.2, 0.1], [0.2, -0.3, 0.7], [-0.5, 0.4, -0.4], [0.0, 0.2, 0.0], [-0.2, 0.2, -0.1], [0.0, -0.3, -0.2], [0.1, 0.2, 0.3], [0.0, 0.2, -0.1], [-0.2, 0.1, 0.2], [0.2, -0.3, -0.1], [0.1, 0.1, -0.3], [0.0, 0.1, 0.1], [0.1, -0.2, 0.2], [-0.1, -0.1, -0.1], [0.1, -0.3, 0.0], [0.0, 0.2, 0.3], [-0.3, -0.1, -0.1], [0.0, 0.1, 0.2], [-0.2, -0.1, -0.1], [0.3, -0.3, 0.2], [0.0, 0.2, 0.2], [-0.2, 0.0, 0.0], [0.1, 0.0, 0.0], [-0.1, -0.2, -0.2], [-0.1, 0.1, 0.4], [0.1, 0.2, -0.2], [-0.1, 0.1, 0.1], [0.2, 0.0, -0.1], [-0.2, -0.1, -0.1], [-0.1, 0.1, 0.2], [0.1, 0.2, -0.1], [0.0, -0.2, -0.1]],
  "total_charge": 0,
  "e_lumo_ev": [0.2, 0.3],
  "fmax_ev_per_a": 4.0,
  "spin_multiplicity": 4,
  "orbital_gap_ev": [6.7, 6.8]
}

2.
{
  "formula": "C32H47IrNOSeSi",
  "method": "wB97M-V/def2-TZVPD",
  "symbols": ["Ir", "C", "C", "C", "C", "C", "C", "C", "C", "C", "C", "C", "C", "C", "C", "C", "C", "C", "H", "H", "H", "H", "H", "H", "H", "H", "H", "H", "H", "H", "H", "H", "H", "H", "H", "H", "H", "H", "H", "H", "H", "H", "H", "H", "H", "H", "H", "C", "Si", "C", "C", "N", "C", "C", "C", "C", "C", "C", "O", "C", "C", "C", "C", "C", "C", "H", "H", "H", "H", "H", "H", "H", "H", "H", "H", "H", "H", "H", "H", "H", "H", "H", "H", "Se"],
  "coordinates": [[0.736, 0.158, 0.551], [1.010, -1.509, 2.130], [1.359, -1.962, 0.819], [2.477, -1.112, 0.368], [2.670, -0.142, 1.398], [1.793, -0.405, 2.510], [2.021, 0.150, 3.907], [1.262, -0.644, 4.973], [3.521, -0.005, 4.209], [1.642, 1.628, 3.993], [3.498, -1.257, -0.766], [4.464, -0.063, -0.751], [2.911, -1.300, -2.180], [4.334, -2.515, -0.479], [0.767, -3.310, 0.393], [-0.743, -3.311, 0.686], [1.441, -4.390, 1.261], [0.944, -3.709, -1.069], [0.246, -1.961, 2.740], [3.404, 0.645, 1.381], [1.560, -1.696, 4.960], [0.184, -0.588, 4.841], [1.497, -0.239, 5.960], [3.832, -1.047, 4.100], [3.726, 0.312, 5.235], [4.129, 0.603, 3.539], [0.568, 1.752, 3.865], [2.140, 2.204, 3.211], [1.928, 2.038, 4.966], [3.913, 0.872, -0.863], [5.153, -0.161, -1.594], [5.061, -0.034, 0.164], [2.455, -0.336, -2.406], [2.161, -2.069, -2.316], [3.721, -1.487, -2.892], [4.749, -2.473, 0.532], [5.165, -2.574, -1.187], [3.755, -3.433, -0.564], [-0.954, -3.293, 1.756], [-1.187, -4.225, 0.283], [-1.225, -2.447, 0.228], [1.273, -4.203, 2.323], [2.519, -4.420, 1.090], [1.029, -5.373, 1.015], [0.509, -2.973, -1.737], [0.424, -4.656, -1.237], [1.987, -3.859, -1.339], [-1.095, 3.157, 2.354], [-1.939, 1.532, 1.899], [-1.896, 0.294, 3.313], [-3.790, 1.916, 1.793], [-1.324, 0.788, 0.484], [-1.944, 1.147, -0.711], [-2.372, 2.461, -0.962], [-3.065, 2.836, -2.102], [-3.343, 1.894, -3.077], [-2.908, 0.589, -2.888], [-2.219, 0.233, -1.742], [-1.813, -1.077, -1.546], [-1.457, -1.784, -2.660], [-0.447, -1.314, -3.495], [-0.022, -2.104, -4.547], [-0.596, -3.353, -4.773], [-1.609, -3.803, -3.941], [-2.050, -3.015, -2.883], [-1.440, 3.553, 3.314], [-1.346, 3.888, 1.582], [-0.009, 3.077, 2.363], [-1.982, 0.765, 4.297], [-1.000, -0.315, 3.284], [-2.753, -0.372, 3.177], [-4.137, 2.086, 2.818], [-4.344, 1.064, 1.390], [-4.053, 2.790, 1.199], [-2.081, 3.222, -0.249], [-3.355, 3.871, -2.237], [-3.880, 2.160, -3.979], [-3.111, -0.164, -3.639], [-0.002, -0.349, -3.277], [0.778, -1.752, -5.188], [-0.252, -3.971, -5.592], [-2.061, -4.773, -4.111], [-2.831, -3.348, -2.211], [1.101, 1.749, -1.094]],
  "forces_ev_per_angstrom": [[0.0, -0.1, 0.1], [-0.1, 0.1, 0.1], [0.0, 0.1, 0.0], [0.0, -0.1, 0.0], [0.0, 0.0, 0.0], [0.1, -0.1, -0.1], [-0.1, 0.1, 0.0], [0.0, 0.0, 0.0], [0.0, 0.0, 0.0], [0.0, 0.0, 0.0], [0.0, 0.0, 0.0], [0.0, 0.0, 0.0], [0.0, 0.0, 0.0], [0.0, 0.0, 0.0], [0.0, 0.0, 0.0], [0.0, 0.0, 0.0], [0.0, 0.0, 0.0], [0.0, 0.0, 0.0], [0.0, 0.0, 0.0], [0.0, 0.0, 0.0], [0.0, 0.0, 0.0], [0.0, 0.0, 0.0], [0.0, 0.0, 0.0], [0.0, 0.0, 0.0], [0.0, 0.0, 0.0], [0.0, 0.0, 0.0], [0.0, 0.0, 0.0], [0.0, 0.0, 0.0], [0.0, 0.0, 0.0], [0.0, 0.0, 0.0], [0.0, 0.0, 0.0], [0.0, 0.0, 0.0], [0.0, 0.0, 0.0], [0.0, 0.0, 0.0], [0.0, 0.0, 0.0], [0.0, 0.0, 0.0], [0.0, 0.0, 0.0], [0.0, 0.0, 0.0], [0.0, 0.0, 0.0], [0.0, 0.0, 0.0], [0.0, 0.0, 0.0], [0.0, 0.0, 0.0], [0.0, 0.0, 0.0], [0.0, 0.0, 0.0], [0.0, 0.0, 0.0], [0.0, 0.0, 0.0], [0.0, 0.0, 0.0], [-0.1, 0.0, 0.0], [-0.1, -0.1, 0.1], [0.0, 0.0, 0.0], [0.0, 0.1, 0.1], [0.1, -0.4, -0.1], [0.0, 0.3, 0.0], [0.1, 0.0, 0.0], [0.0, 0.0, 0.0], [0.0, 0.0, 0.0], [-0.1, 0.0, 0.0], [0.1, 0.1, 0.1], [-0.2, -0.1, -0.1], [0.1, 0.1, 0.0], [-0.1, 0.0, 0.0], [0.0, 0.0, 0.0], [0.0, 0.0, 0.0], [0.0, 0.0, 0.0], [0.0, -0.1, 0.0], [0.0, 0.0, 0.0], [0.0, 0.1, 0.1], [0.0, 0.0, 0.0], [0.0, 0.0, 0.0], [0.0, 0.0, 0.0], [0.0, 0.0, 0.0], [0.0, 0.0, 0.0], [0.0, 0.0, 0.0], [0.0, 0.0, 0.0], [-0.1, 0.0, 0.0], [0.0, 0.0, 0.0], [0.0, 0.0, 0.0], [0.0, 0.0, 0.0], [0.0, 0.0, 0.0], [0.0, 0.0, 0.0], [0.0, 0.0, 0.0], [0.0, 0.0, 0.0], [0.0, 0.0, 0.0], [0.1, 0.1, -0.1]],
  "total_charge": -1,
  "e_lumo_ev": 2.5,
  "fmax_ev_per_a": 0.4,
  "orbital_gap_ev": 5.6
}

- Number 1 is which compound?
  C32H47ClNdPSi4